{
  "formula": "C34H41ClN4P2Pt",
  "method": "ωB97M-V with the def2-TZVPD basis set",
  "symbols": ["Pt", "C", "C", "C", "C", "C", "C", "C", "C", "C", "H", "H", "H", "H", "H", "H", "H", "H", "H", "H", "H", "H", "H", "H", "H", "P", "P", "N", "N", "N", "N", "C", "C", "C", "C", "C", "C", "C", "C", "C", "C", "C", "C", "C", "C", "C", "C", "C", "C", "H", "H", "H", "H", "H", "H", "H", "H", "H", "H", "H", "H", "H", "H", "H", "H", "H", "H", "H", "H", "Cl", "C", "C", "C", "C", "C", "C", "C", "H", "H", "H", "H", "H", "H"],
  "positions_angstrom": [[-1.62103, 3.40551, 0.61479], [1.73827, 0.92654, 3.38764], [1.59902, 1.13383, 2.08034], [1.17840, 0.14302, 1.04820], [-0.33314, -0.19899, 0.88837], [-1.22826, -0.41987, 2.07074], [-0.88252, -0.72734, 3.33506], [0.41659, -1.36683, 3.68628], [1.55525, -0.38720, 4.11205], [-2.98387, 2.58203, 1.82744], [2.17193, 1.74707, 3.96617], [1.78674, 2.12748, 1.65236], [1.78246, -0.77050, 1.13917], [1.42096, 0.62127, 0.07353], [-0.77413, 0.63495, 0.32167], [-0.42774, -1.09953, 0.24117], [-2.27429, -0.18641, 1.84214], [-1.59811, -0.60738, 4.16074], [0.80108, -2.02291, 2.89952], [0.24491, -2.03385, 4.54851], [1.42352, -0.13550, 5.17562], [2.46490, -0.99476, 4.00051], [-2.39075, 2.14534, 2.65531], [-3.44792, 1.84007, 1.18924], [-3.68477, 3.32856, 2.22792], [-1.53340, -1.55763, -1.69938], [1.94695, 0.12857, -2.19248], [-1.87239, -3.20467, -1.06181], [-2.40772, -1.88129, -3.20991], [3.07380, -1.20880, -1.68386], [2.99287, 0.59175, -3.54131], [0.13738, -2.04761, -2.33141], [0.78915, -0.93551, -3.18785], [-2.79924, -3.39988, -0.02809], [-2.97005, -4.76781, 0.16927], [-2.11675, -5.44056, -0.76061], [-1.46853, -4.46295, -1.50666], [-3.48994, -1.09928, -3.62820], [-3.98443, -1.61115, -4.81963], [-3.16739, -2.73671, -5.17887], [-2.22727, -2.90188, -4.15637], [3.83370, -1.10930, -0.50290], [4.45223, -2.32978, -0.25477], [4.07510, -3.22094, -1.32080], [3.21135, -2.52309, -2.15923], [4.10278, -0.03949, -4.12653], [4.44476, 0.63893, -5.29344], [3.49856, 1.71391, -5.44932], [2.62542, 1.65781, -4.37497], [0.08197, -2.96512, -2.94307], [0.76197, -2.30261, -1.45821], [1.29728, -1.38461, -4.06214], [0.03636, -0.23145, -3.58073], [-3.23657, -2.54496, 0.45948], [-3.64881, -5.23069, 0.87426], [-2.01611, -6.51770, -0.89005], [-0.74967, -4.58382, -2.31557], [-3.79593, -0.25326, -3.02947], [-4.84291, -1.24495, -5.37109], [-3.25597, -3.34159, -6.06472], [-1.46442, -3.65176, -4.03676], [3.88252, -0.17053, 0.03254], [5.09172, -2.53164, 0.59277], [4.39651, -4.24788, -1.47079], [2.66909, -2.85902, -3.03995], [4.55281, -0.90591, -3.66824], [5.26311, 0.41048, -5.96227], [3.46804, 2.43873, -6.24872], [1.76780, 2.25708, -4.11467], [-0.50616, 2.43223, 4.64746], [-1.00437, 4.06871, 4.64442], [-1.42964, 4.62127, 5.85398], [-2.02096, 5.89285, 5.87952], [-2.18402, 6.58513, 4.67645], [-1.73482, 6.03789, 3.47124], [-1.07940, 4.79384, 3.43445], [-0.47126, 4.28951, 2.12644], [-1.31303, 4.04765, 6.77243], [-2.31752, 6.34058, 6.83541], [-2.67817, 7.56078, 4.67845], [-1.90293, 6.54721, 2.52247], [-0.02121, 5.16221, 1.60748], [0.32020, 3.54406, 2.30187]],
  "homo_energy_ha": [-0.2329, -0.3023],
  "energy_ev": -76223.3763,
  "multiplicity": 3,
  "orbital_gap_ev": [5.73, 5.89],
  "relative_energy_ev": 0.946
}

=====

{
  "formula": "C34H41IrN5P2S2Se",
  "method": "ωB97M-V with the def2-TZVPD basis set",
  "symbols": ["Ir", "C", "S", "C", "C", "C", "N", "P", "C", "C", "C", "C", "C", "C", "C", "C", "C", "C", "C", "C", "P", "C", "C", "C", "C", "C", "C", "C", "C", "C", "C", "C", "C", "H", "H", "H", "H", "H", "H", "H", "H", "H", "H", "H", "H", "H", "H", "H", "H", "H", "H", "H", "H", "H", "H", "H", "H", "H", "H", "H", "H", "H", "N", "C", "N", "S", "H", "H", "H", "H", "C", "N", "C", "C", "N", "C", "C", "Se", "H", "H", "H", "H", "H", "H", "H", "H"],
  "positions_angstrom": [[0.52452, -0.68022, 1.71724], [-0.06588, 1.95652, -5.50255], [1.46522, 2.61321, -4.79474], [0.80320, 3.64200, -3.44886], [1.05018, 3.02209, -2.07626], [0.31777, 1.70491, -1.95260], [0.49935, 1.04976, -0.62578], [-0.31272, 1.37346, 0.81926], [1.04933, 1.73940, 1.94219], [2.29683, 2.24844, 1.53054], [3.25932, 2.55949, 2.46875], [2.99633, 2.37470, 3.82663], [1.77019, 1.86780, 4.25734], [0.80341, 1.54141, 3.32513], [-1.31983, 2.81129, 0.59440], [-0.98281, 4.01587, 1.21215], [-1.76265, 5.13431, 0.96648], [-2.86853, 5.04563, 0.12802], [-3.22622, 3.83067, -0.45208], [-2.46434, 2.70228, -0.20572], [0.78742, -0.61364, -0.55968], [-0.49582, -1.33270, -1.58750], [-0.25292, -1.55080, -2.94870], [-1.26636, -2.02865, -3.76446], [-2.52362, -2.28578, -3.23859], [-2.77726, -2.05181, -1.89117], [-1.76663, -1.58384, -1.06250], [2.35693, -0.91286, -1.31179], [3.34062, 0.08096, -1.29010], [4.55394, -0.14442, -1.91558], [4.79901, -1.36638, -2.53229], [3.84442, -2.37797, -2.50463], [2.62690, -2.16265, -1.88473], [0.22114, 1.37175, -6.37470], [-0.71430, 2.76743, -5.82737], [-0.59956, 1.31186, -4.80020], [-0.26210, 3.80297, -3.62854], [1.30309, 4.60584, -3.51288], [0.72432, 3.71774, -1.29267], [2.12457, 2.85310, -1.95560], [0.72415, 1.02438, -2.70298], [-0.74382, 1.83460, -2.17551], [2.48097, 2.41921, 0.47778], [4.21352, 2.96206, 2.15334], [3.74874, 2.64890, 4.55770], [1.56989, 1.75389, 5.31570], [-0.17579, 1.20524, 3.65641], [-0.11879, 4.08869, 1.86119], [-1.50867, 6.07725, 1.43336], [-3.46606, 5.92854, -0.06522], [-4.10357, 3.76540, -1.08277], [-2.75350, 1.74564, -0.62999], [0.71941, -1.34323, -3.37721], [-1.07166, -2.19743, -4.81618], [-3.30987, -2.66172, -3.88257], [-3.76651, -2.23169, -1.49376], [-1.95881, -1.38173, -0.02093], [3.14809, 1.02451, -0.79991], [5.31018, 0.62952, -1.92344], [5.74538, -1.53568, -3.03133], [4.05098, -3.33267, -2.97051], [1.88775, -2.95447, -1.85927], [2.84417, -3.82337, 3.51452], [2.50233, -2.56188, 3.66153], [2.03003, -2.13974, 4.82368], [2.70707, -1.45178, 2.31153], [2.85291, -4.48137, 4.28224], [3.21784, -4.12838, 2.62966], [2.00516, -2.73134, 5.64247], [1.90815, -1.14995, 4.95984], [-1.64938, -4.80785, 0.80409], [-2.70022, -3.89738, 1.28495], [-4.04597, -4.03046, 1.02672], [-4.67697, -3.02785, 1.68048], [-3.70534, -2.29595, 2.32659], [-3.95996, -1.14062, 3.20298], [-2.50394, -2.83673, 2.07534], [-0.85773, -2.33801, 2.85345], [-2.08327, -5.47019, 0.06147], [-1.26341, -5.39708, 1.63202], [-0.84427, -4.23358, 0.35387], [-4.44273, -4.82351, 0.41263], [-5.72625, -2.78508, 1.74093], [-5.00559, -0.86456, 3.11189], [-3.33318, -0.30602, 2.90093], [-3.74796, -1.39969, 4.23645]],
  "homo_energy_ha": -0.5292,
  "energy_ev": -151785.9218,
  "multiplicity": 1,
  "orbital_gap_ev": 4.35,
  "relative_energy_ev": 1.574,
  "charge": 3
}